Record 1
{
  "formula": "C32H46CdN3O2Se4",
  "method": "ωB97M-V with the def2-TZVPD basis set",
  "total_energy_ha": -11335.3699,
  "charge": -1,
  "gap_ev": [4.900, 4.909],
  "homo_ev": [-3.835, -3.835],
  "de_lowest_kcal_mol": 0.0,
  "symbols": ["Cd", "C", "C", "C", "C", "C", "C", "C", "N", "C", "C", "C", "C", "C", "C", "O", "C", "C", "C", "C", "C", "C", "C", "C", "C", "O", "C", "C", "C", "C", "C", "C", "H", "H", "H", "H", "H", "H", "H", "H", "H", "H", "H", "H", "H", "H", "H", "H", "H", "H", "H", "H", "H", "H", "H", "H", "H", "H", "H", "H", "H", "H", "H", "H", "H", "H", "H", "H", "H", "H", "H", "H", "Se", "Se", "Se", "Se", "C", "N", "C", "C", "N", "C", "H", "H", "H", "H", "H", "H"],
  "xyz": [[-2.109, -2.217, -1.301], [3.312, 3.452, -2.903], [3.419, 1.942, -2.645], [4.182, 1.735, -1.337], [4.222, 1.288, -3.779], [2.021, 1.338, -2.592], [1.540, 0.671, -1.519], [0.241, 0.063, -1.546], [-0.284, -0.669, -0.582], [0.051, -0.705, 0.713], [0.711, 0.348, 1.410], [0.933, 0.280, 2.748], [0.519, -0.908, 3.436], [-0.157, -1.941, 2.863], [-0.481, -1.856, 1.442], [-1.157, -2.734, 0.869], [-0.608, -3.169, 3.652], [-2.142, -3.271, 3.628], [0.002, -4.437, 3.033], [-0.169, -3.103, 5.116], [1.551, 1.416, 3.556], [2.824, 0.921, 4.257], [1.925, 2.608, 2.674], [0.545, 1.899, 4.612], [-0.588, 0.137, -2.767], [-1.724, -0.361, -2.790], [-0.033, 0.864, -3.910], [1.187, 1.437, -3.768], [-0.830, 0.928, -5.210], [-2.166, 1.652, -4.976], [-0.074, 1.686, -6.302], [-1.091, -0.500, -5.717], [4.309, 3.899, -2.957], [2.759, 3.939, -2.097], [2.798, 3.667, -3.842], [5.170, 2.194, -1.413], [4.320, 0.674, -1.120], [3.661, 2.194, -0.494], [5.226, 1.718, -3.829], [3.746, 1.435, -4.750], [4.314, 0.213, -3.610], [2.156, 0.491, -0.652], [0.942, 1.246, 0.857], [0.737, -0.965, 4.495], [-2.510, -3.356, 2.607], [-2.581, -2.385, 4.097], [-2.465, -4.150, 4.192], [-0.311, -4.555, 1.998], [-0.319, -5.316, 3.598], [1.093, -4.389, 3.067], [-0.608, -2.245, 5.633], [0.918, -3.049, 5.212], [-0.505, -4.007, 5.627], [3.562, 0.596, 3.521], [2.618, 0.080, 4.920], [3.263, 1.723, 4.857], [2.648, 2.324, 1.907], [2.375, 3.391, 3.288], [1.047, 3.029, 2.180], [0.267, 1.096, 5.297], [-0.366, 2.259, 4.128], [0.970, 2.715, 5.203], [1.599, 1.978, -4.610], [-1.992, 2.672, -4.623], [-2.774, 1.125, -4.245], [-2.722, 1.707, -5.915], [0.118, 2.725, -6.021], [-0.680, 1.692, -7.210], [0.879, 1.206, -6.542], [-1.645, -1.091, -4.991], [-0.147, -1.010, -5.921], [-1.666, -0.459, -6.647], [-0.587, -3.830, -2.718], [-2.439, -4.774, -3.798], [-3.857, -5.305, -2.026], [-4.528, -3.189, -1.274], [-4.405, 0.014, 3.521], [-3.789, 0.162, 2.222], [-3.220, 1.304, 1.705], [-2.834, 0.984, 0.438], [-3.159, -0.320, 0.167], [-3.731, -0.780, 1.252], [-3.833, 0.569, 4.263], [-4.406, -1.037, 3.798], [-5.433, 0.379, 3.516], [-3.137, 2.210, 2.282], [-2.327, 1.598, -0.289], [-4.093, -1.790, 1.378]],
  "lowdin_charge": [1.018, -0.049, -0.561, -0.066, -0.046, -0.165, 0.028, -0.188, 0.107, -0.192, 0.017, -0.175, 0.024, -0.081, -0.310, -0.120, -0.536, -0.039, -0.037, -0.077, -0.561, -0.049, -0.066, -0.048, -0.306, -0.105, -0.078, 0.033, -0.539, -0.042, -0.078, -0.034, 0.081, 0.089, 0.075, 0.083, 0.090, 0.074, 0.081, 0.076, 0.093, 0.097, 0.095, 0.089, 0.073, 0.069, 0.085, 0.080, 0.082, 0.088, 0.081, 0.084, 0.082, 0.089, 0.074, 0.081, 0.075, 0.083, 0.087, 0.075, 0.082, 0.080, 0.089, 0.085, 0.076, 0.081, 0.082, 0.082, 0.084, 0.072, 0.092, 0.084, -0.235, -0.246, -0.235, -0.236, -0.026, -0.125, -0.076, -0.145, 0.005, -0.211, 0.088, 0.076, 0.088, 0.107, 0.102, 0.087]
}


Record 2
{
  "formula": "C32H46ClN5O4P2SSn",
  "method": "ωB97M-V with the def2-TZVPD basis set",
  "total_energy_ha": -3576.3291,
  "charge": 2,
  "gap_ev": [5.121, 5.730],
  "homo_ev": [-12.871, -12.803],
  "symbols": ["Sn", "C", "C", "C", "P", "C", "C", "C", "C", "C", "C", "C", "C", "C", "N", "C", "C", "C", "C", "C", "C", "P", "C", "C", "C", "C", "C", "C", "H", "H", "H", "H", "H", "H", "H", "H", "H", "H", "H", "H", "H", "H", "H", "H", "H", "H", "H", "H", "H", "H", "H", "H", "H", "H", "H", "H", "H", "H", "H", "H", "H", "H", "H", "H", "C", "C", "N", "N", "C", "N", "S", "C", "C", "C", "C", "C", "N", "H", "H", "H", "H", "H", "H", "H", "H", "H", "H", "O", "Cl", "O", "O", "O"],
  "xyz": [[-0.668, -0.355, 0.028], [2.795, -1.875, -1.328], [1.913, -1.928, -2.569], [2.745, -1.847, -3.841], [0.607, -0.553, -2.509], [-0.554, -0.738, -3.976], [-0.201, -0.127, -5.329], [-0.898, -2.223, -4.089], [1.737, 0.845, -2.515], [2.220, 1.416, -3.688], [3.276, 2.313, -3.680], [3.903, 2.637, -2.475], [3.387, 2.167, -1.295], [2.232, 1.339, -1.265], [1.572, 1.078, -0.118], [1.563, 2.019, 0.852], [1.754, 3.397, 0.582], [1.681, 4.335, 1.580], [1.379, 3.954, 2.886], [1.086, 2.628, 3.160], [1.192, 1.659, 2.175], [0.859, -0.086, 2.506], [2.482, -0.715, 3.210], [3.640, -0.398, 2.277], [2.400, -2.198, 3.543], [-0.379, -0.125, 3.910], [0.168, -0.106, 5.335], [-1.268, -1.351, 3.705], [3.386, -2.787, -1.260], [3.482, -1.032, -1.373], [2.187, -1.802, -0.422], [1.349, -2.864, -2.548], [3.286, -0.906, -3.902], [3.475, -2.654, -3.834], [2.138, -1.956, -4.733], [-1.444, -0.214, -3.614], [0.758, -0.463, -5.717], [-0.964, -0.429, -6.047], [-0.226, 0.957, -5.267], [-0.085, -2.792, -4.535], [-1.137, -2.641, -3.108], [-1.773, -2.339, -4.725], [1.795, 1.119, -4.630], [3.654, 2.702, -4.614], [4.783, 3.260, -2.468], [3.877, 2.395, -0.358], [1.873, 3.717, -0.442], [1.839, 5.376, 1.341], [1.354, 4.691, 3.674], [0.814, 2.344, 4.164], [2.598, -0.137, 4.134], [3.505, -0.873, 1.308], [3.742, 0.675, 2.131], [4.567, -0.767, 2.712], [2.282, -2.801, 2.646], [3.315, -2.508, 4.045], [1.574, -2.420, 4.213], [-0.998, 0.765, 3.747], [0.756, -0.990, 5.570], [0.776, 0.773, 5.534], [-0.672, -0.087, 6.029], [-0.709, -2.269, 3.871], [-2.102, -1.330, 4.402], [-1.666, -1.367, 2.688], [-5.432, -1.465, 0.566], [-4.047, -0.897, 0.571], [-2.982, -1.595, 0.407], [-3.047, -2.925, 0.197], [-1.949, -3.697, 0.070], [-2.149, -4.986, -0.199], [-0.386, -3.110, 0.228], [-3.849, 0.539, 0.782], [-4.803, 1.451, 0.343], [-4.580, 2.802, 0.544], [-3.447, 3.187, 1.240], [-2.537, 2.211, 1.618], [-2.710, 0.921, 1.374], [-5.480, -2.357, 1.190], [-5.743, -1.730, -0.446], [-6.153, -0.756, 0.960], [-3.961, -3.364, 0.089], [-3.069, -5.398, -0.197], [-1.353, -5.600, -0.239], [-5.667, 1.115, -0.204], [-5.274, 3.531, 0.154], [-3.243, 4.225, 1.445], [-1.618, 2.487, 2.119], [-2.704, 2.985, -1.791], [-1.719, 2.016, -1.681], [-0.938, 2.221, -0.497], [-0.837, 1.961, -2.775], [-2.336, 0.714, -1.552]],
  "lowdin_charge": [1.143, -0.119, -0.504, -0.079, 1.076, -0.504, -0.086, -0.103, -0.292, -0.065, -0.016, -0.031, -0.015, -0.294, 0.032, -0.336, -0.003, -0.027, -0.029, -0.070, -0.320, 1.076, -0.501, -0.092, -0.094, -0.521, -0.089, -0.126, 0.099, 0.082, 0.023, 0.094, 0.076, 0.097, 0.068, 0.078, 0.072, 0.096, 0.076, 0.081, 0.061, 0.093, 0.091, 0.123, 0.122, 0.128, 0.127, 0.123, 0.120, 0.098, 0.118, 0.060, 0.074, 0.096, 0.077, 0.096, 0.056, 0.094, 0.075, 0.069, 0.096, 0.075, 0.093, 0.011, 0.010, -0.237, -0.001, 0.010, -0.807, 0.136, 0.646, -0.264, 0.008, -0.016, -0.015, -0.131, 0.059, 0.097, 0.112, 0.094, 0.158, 0.130, 0.116, 0.126, 0.131, 0.125, 0.107, -0.219, 0.629, -0.397, -0.297, -0.438]
}


Record 3
{
  "formula": "C32H47BrN4PSbZr",
  "method": "ωB97M-V with the def2-TZVPD basis set",
  "total_energy_ha": -4667.7994,
  "charge": 4,
  "gap_ev": 5.231,
  "homo_ev": -18.261,
  "de_lowest_kcal_mol": 17.8,
  "symbols": ["Zr", "Br", "C", "C", "C", "C", "C", "C", "N", "C", "C", "C", "C", "C", "C", "N", "H", "H", "H", "H", "H", "H", "H", "H", "H", "C", "C", "C", "Sb", "C", "C", "C", "C", "C", "C", "H", "H", "H", "H", "H", "H", "H", "H", "H", "H", "H", "H", "H", "H", "H", "H", "H", "H", "H", "H", "H", "C", "N", "C", "C", "N", "H", "H", "H", "H", "H", "H", "C", "P", "C", "C", "C", "C", "C", "C", "C", "H", "H", "H", "H", "H", "H", "H", "H", "H", "H", "H"],
  "xyz": [[-0.231, 0.074, 0.061], [5.451, -0.036, -4.746], [4.412, -0.013, -3.192], [3.048, -0.316, -3.259], [2.289, -0.288, -2.113], [2.856, 0.045, -0.872], [4.225, 0.336, -0.815], [4.992, 0.301, -1.959], [1.983, 0.080, 0.225], [2.371, 0.050, 1.462], [1.403, 0.111, 2.535], [1.792, 0.117, 3.869], [0.827, 0.162, 4.864], [-0.518, 0.199, 4.504], [-0.848, 0.204, 3.165], [0.079, 0.164, 2.187], [2.612, -0.583, -4.212], [1.246, -0.618, -2.167], [4.699, 0.620, 0.116], [6.050, 0.521, -1.908], [3.419, -0.025, 1.733], [2.845, 0.080, 4.120], [1.110, 0.169, 5.909], [-1.296, 0.226, 5.255], [-1.882, 0.255, 2.848], [0.266, 6.094, 0.426], [1.233, 4.975, 0.696], [2.490, 4.976, -0.142], [0.191, 2.953, 0.300], [-1.944, 3.138, 0.954], [-2.794, 4.025, 0.055], [-1.923, 3.618, 2.403], [0.048, 2.805, -1.910], [-0.916, 1.665, -2.244], [-0.369, 4.082, -2.628], [0.797, 7.026, 0.652], [-0.609, 6.071, 1.074], [-0.042, 6.153, -0.617], [1.449, 4.869, 1.758], [2.278, 5.056, -1.208], [3.121, 4.105, 0.040], [3.072, 5.860, 0.135], [-2.313, 2.104, 0.923], [-2.355, 5.015, -0.059], [-3.776, 4.163, 0.516], [-2.957, 3.603, -0.937], [-1.558, 4.643, 2.473], [-1.303, 2.994, 3.050], [-2.940, 3.616, 2.803], [1.060, 2.529, -2.219], [-1.917, 1.872, -1.855], [-0.570, 0.669, -1.873], [-1.003, 1.553, -3.328], [-1.364, 4.417, -2.336], [-0.381, 3.912, -3.709], [0.336, 4.890, -2.445], [1.860, -5.074, -0.073], [0.556, -4.497, 0.325], [-0.484, -5.446, 0.771], [0.338, -3.247, 0.250], [0.144, -2.090, 0.158], [1.731, -5.678, -0.970], [2.223, -5.707, 0.734], [2.584, -4.287, -0.266], [-0.763, -6.099, -0.055], [-1.362, -4.917, 1.133], [-0.081, -6.053, 1.580], [-4.354, 0.475, -0.262], [-2.851, -0.531, -0.022], [-3.380, -1.712, 1.273], [-2.732, -1.520, -1.557], [-2.891, -0.877, -2.793], [-2.885, -1.611, -3.967], [-2.722, -2.991, -3.925], [-2.569, -3.635, -2.703], [-2.559, -2.906, -1.525], [-4.215, 1.292, -0.969], [-4.670, 0.896, 0.695], [-5.139, -0.183, -0.637], [-4.158, -2.362, 0.872], [-3.808, -1.158, 2.111], [-2.549, -2.314, 1.640], [-3.092, 0.187, -2.841], [-3.039, -1.113, -4.915], [-2.741, -3.564, -4.842], [-2.492, -4.714, -2.670], [-2.470, -3.424, -0.578]],
  "lowdin_charge": [1.497, 0.918, -0.655, -0.086, -0.054, -0.280, 0.014, -0.065, -0.109, -0.053, -0.250, 0.059, 0.049, 0.028, -0.099, -0.119, 0.122, 0.087, 0.125, 0.130, 0.154, 0.148, 0.150, 0.144, 0.108, -0.099, -0.442, -0.122, 1.533, -0.540, -0.107, -0.123, -0.525, -0.188, -0.095, 0.122, 0.070, 0.080, 0.091, 0.080, 0.074, 0.114, 0.007, 0.077, 0.106, 0.060, 0.080, 0.058, 0.104, 0.084, 0.062, -0.030, 0.124, 0.077, 0.107, 0.070, 0.042, -0.125, 0.035, -0.183, 0.066, 0.118, 0.116, 0.103, 0.117, 0.093, 0.117, -0.200, 0.802, -0.228, -0.405, -0.106, -0.027, -0.011, -0.033, -0.107, 0.047, 0.068, 0.087, 0.080, 0.062, 0.034, 0.095, 0.130, 0.134, 0.125, 0.082]
}